1.
97
Properties=species:S:1:pos:R:3:forces:R:3 method="wB97M-V/def2-TZVPD" relative_energy_kj_mol=0.0 gap_ev=7.54 charge=+1
Lu 16.84706 -14.63658 -6.02580 -1.405 -1.566 -2.297
Te 16.50492 -17.01561 -1.21757 -1.512 0.763 -0.274
Se 18.81271 -13.74886 -4.36499 0.533 0.218 0.404
P 16.96752 -17.09156 -7.84443 -0.206 0.628 -0.816
O 15.74286 -9.92718 -9.16229 -0.439 -2.579 0.581
O 15.39897 -13.77864 -7.36888 1.157 0.128 0.554
N 17.95240 -12.45460 -6.92375 1.138 -1.346 3.283
N 17.70079 -16.98480 -5.07244 0.483 1.166 0.554
N 15.16111 -14.41922 -4.64237 -0.219 -0.542 0.167
C 15.17447 -13.12897 -10.45442 -1.017 -0.363 0.521
C 17.34045 -12.03191 -10.47893 -0.851 -0.719 -0.751
C 13.20192 -12.46723 -2.71373 1.376 0.158 -0.612
C 21.05891 -16.76539 -7.82119 -0.744 -0.137 -0.629
C 20.12415 -14.62285 -8.58495 0.534 -1.933 0.385
C 14.04352 -18.93999 -1.27823 0.161 -0.299 -0.103
C 17.03806 -17.73177 -10.58253 -0.128 0.315 -0.225
C 18.88575 -15.26638 -8.67881 -0.053 0.545 0.203
C 21.20388 -15.41051 -8.14072 -0.310 0.110 0.257
C 17.52352 -18.36744 -5.54703 -0.102 1.127 -0.555
C 16.41490 -17.92680 -11.82307 0.129 0.029 0.989
C 12.26234 -17.27936 0.12057 1.130 -0.106 -0.038
C 17.07904 -18.56622 -6.87042 0.091 -1.526 1.055
C 11.28916 -14.41383 -2.40095 -0.322 0.423 0.303
C 12.16778 -14.48111 -3.47275 -0.082 -0.302 -0.916
C 16.94457 -20.95170 -6.37506 -0.239 0.434 0.068
C 15.88437 -15.13698 -2.30718 -0.032 -0.712 0.659
C 12.73247 -19.35410 -1.04153 0.069 0.198 -0.230
C 14.95211 -18.09736 -9.45576 -0.760 0.555 -0.341
C 14.47564 -11.59679 -7.98137 0.316 -0.502 -0.097
C 17.72042 -19.41191 -4.69123 0.367 -0.367 1.742
C 13.37401 -10.76314 -7.81176 0.601 0.769 0.091
C 12.76146 -11.83078 -5.79203 -0.100 0.245 0.292
C 12.37136 -12.42205 -1.61391 -0.067 0.603 0.824
C 14.64212 -12.74638 -7.11475 -0.662 0.976 -0.144
C 18.67260 -16.59017 -8.24906 1.253 -0.239 0.245
C 14.44845 -17.69091 -0.83542 0.720 0.701 0.191
C 16.30784 -17.72070 -9.38134 -0.772 -0.426 -1.407
C 13.85065 -12.73083 -5.91640 0.342 -0.357 0.329
C 15.10870 -15.46210 -3.57322 -0.734 -0.424 0.162
C 15.04034 -18.12518 -11.87699 0.305 -0.461 -0.310
C 12.54436 -10.80800 -6.69443 -0.368 -1.146 0.258
C 18.37957 -12.85611 -5.87487 -0.356 2.128 -3.075
C 17.80082 -12.90757 -11.46243 -0.720 -0.240 0.519
C 14.30377 -18.21668 -10.70108 0.111 -0.159 0.646
C 11.47799 -9.81972 -6.34050 0.576 0.395 0.365
C 11.84514 -18.49397 -0.39775 -0.640 -0.563 0.145
C 16.01634 -12.13435 -9.99844 1.029 0.231 0.188
C 16.74116 -19.89053 -7.27468 0.722 0.258 0.496
C 16.93356 -13.90374 -11.91926 0.215 0.181 0.155
C 15.64157 -13.98964 -11.42919 -0.499 -1.148 -0.395
C 13.13823 -13.49914 -3.66693 -0.145 0.028 1.096
C 14.14936 -13.60399 -4.78115 -1.391 0.569 -0.052
C 15.49078 -11.13899 -9.03487 -0.414 1.751 -0.237
C 17.41242 -20.70245 -5.08673 0.087 -0.504 -0.194
C 11.35870 -13.35268 -1.47372 -0.064 -1.055 -0.685
C 19.80102 -17.38364 -7.91827 -0.209 1.119 -0.043
C 13.58347 -16.87720 -0.08683 0.152 -0.181 -0.531
H 12.41605 -20.33907 -1.38455 -0.024 0.294 0.098
H 20.27246 -13.58423 -8.82449 -0.162 0.115 -0.217
H 15.25961 -14.53001 -1.62180 0.666 -0.219 -0.332
H 16.37083 -20.11828 -8.27875 0.190 0.320 0.356
H 17.54261 -21.53899 -4.39310 0.010 0.365 -0.253
H 12.08534 -15.28142 -4.23985 -0.060 0.466 0.763
H 10.57997 -10.29810 -5.98345 -0.372 -0.206 -0.053
H 14.04327 -15.62695 -3.31457 0.900 -0.162 -0.050
H 18.11424 -17.57214 -10.60105 -0.188 0.186 0.255
H 11.86694 -9.23151 -5.49693 -0.197 0.054 -0.203
H 12.55971 -11.65831 -0.82925 -0.393 -0.460 -0.792
H 22.18453 -14.97823 -8.02214 0.108 0.190 -0.049
H 18.08568 -14.70403 -9.14540 -0.458 0.123 0.300
H 13.96403 -11.67563 -2.80883 -0.327 -0.517 -0.068
H 19.67242 -18.44938 -7.77567 0.068 0.035 0.371
H 18.10190 -19.22076 -3.65764 -0.432 -0.150 -1.010
H 13.21594 -9.97729 -8.55770 0.224 -0.153 0.302
H 14.59017 -18.35105 -12.84084 -0.158 0.375 0.175
H 21.92289 -17.36164 -7.54670 -0.049 0.133 -0.024
H 15.45808 -16.43570 -3.98284 -0.257 0.708 -0.108
H 13.21442 -18.36518 -10.74422 0.656 -0.141 0.091
H 11.64764 -16.69200 0.77778 -0.405 0.201 -0.134
H 10.53251 -15.19046 -2.29618 0.118 0.249 0.015
H 10.61701 -13.29035 -0.68868 0.188 -0.025 0.148
H 14.76188 -19.59392 -1.78836 -0.430 0.249 0.144
H 13.93782 -15.92383 0.29028 -0.053 -0.093 0.096
H 15.00035 -14.81012 -11.79263 0.302 0.513 0.211
H 16.72467 -21.98498 -6.63855 -0.051 0.329 -0.192
H 12.03706 -11.90662 -4.95407 0.891 0.029 -0.551
H 16.84403 -14.66851 -2.53621 -0.210 0.193 0.227
H 14.14715 -13.26672 -10.00571 1.274 0.284 -0.660
H 10.80215 -18.79622 -0.25577 0.434 -0.003 0.001
H 17.98780 -11.27663 -10.11856 0.375 0.747 0.442
H 14.33892 -18.24910 -8.54948 0.449 0.369 -0.422
H 18.81085 -12.86477 -11.84025 0.100 0.143 0.025
H 17.27850 -16.86353 -4.13197 0.375 -0.592 -0.499
H 17.27802 -14.64992 -12.62124 0.013 0.066 -0.173
H 11.24705 -9.12840 -7.12997 -0.164 0.212 -0.421
H 18.68053 -16.64184 -4.93161 -0.766 -0.943 -0.447
H 17.04616 -17.89187 -12.70123 -0.220 -0.134 -0.133

2.
102
Properties=species:S:1:pos:R:3:forces:R:3 method="wB97M-V/def2-TZVPD" relative_energy_kj_mol=0.0 gap_ev=8.66 charge=+1
Cl -0.48740 -5.17235 0.72168 -0.105 -0.038 -0.029
Cl -2.19654 -3.30515 2.08707 0.041 0.016 0.001
Cl -3.12091 -4.56472 -0.34104 -0.034 0.047 0.005
S 1.14600 -0.13332 1.20372 0.110 0.334 -0.235
P 1.24320 -0.51026 -1.84289 -0.125 0.140 0.097
P -1.81486 0.86486 1.53957 0.189 -0.021 -0.064
Al -1.05386 0.02214 -0.86268 -0.215 -0.423 -0.309
O -0.68271 -3.15156 -1.49599 0.386 -0.259 -0.117
O 2.34081 0.69526 1.49720 -0.138 -0.193 0.187
O -1.13694 -1.61377 0.04953 -0.086 0.363 0.281
O -1.09009 1.61468 -1.44005 0.299 0.130 -0.236
N -2.42343 -0.80512 -2.14381 -0.212 0.017 0.304
N -3.48424 -2.38610 -3.26950 -0.068 -0.002 -0.048
C 2.67659 -3.91153 0.94175 0.018 0.051 0.042
C 4.67352 1.62296 -1.08295 -0.023 0.021 -0.027
C 1.88043 -1.85423 -0.78101 0.017 -0.012 -0.017
C -5.70086 0.10338 2.63820 0.062 0.000 -0.008
C 2.83222 -4.04769 -0.42468 -0.001 0.037 -0.028
C -3.57123 1.03070 1.98546 0.008 0.160 -0.096
C -1.08295 2.48159 1.98011 -0.048 -0.082 0.041
C 2.55184 0.75988 -1.81718 -0.063 -0.041 0.146
C -0.60097 3.84721 -2.18865 0.016 -0.006 0.019
C 3.69623 0.63918 -1.03730 0.078 -0.050 -0.065
C -4.19620 2.25942 1.75536 0.018 -0.039 0.068
C 0.32035 -0.46339 2.74707 0.113 -0.085 0.078
C 0.61177 4.15754 1.62045 -0.035 -0.031 0.031
C 1.25019 -1.08600 -6.40030 -0.007 0.006 0.018
C -1.60670 -0.26211 4.13750 -0.083 -0.021 0.052
C -6.55583 -0.85698 -1.87440 -0.010 0.042 0.025
C -6.30831 1.33233 2.43557 0.012 0.041 -0.029
C 2.31199 -1.51113 -4.28462 0.013 0.007 0.001
C 1.08531 -0.84645 3.84030 -0.117 -0.013 0.066
C 2.30174 -1.61815 -5.66475 -0.016 0.025 0.017
C 1.72947 -1.73116 0.61153 0.057 0.014 0.099
C -1.10105 -2.80770 -0.41750 -0.074 -0.038 0.241
C -1.66638 2.86882 -1.72185 -0.105 -0.082 0.108
C 2.39781 1.86976 -2.64517 -0.099 0.069 -0.024
C -4.47817 -1.66236 -2.62939 -0.061 -0.102 -0.024
C 0.21342 4.81426 2.77146 -0.005 -0.027 0.007
C 1.24332 -0.91174 -3.61544 0.099 0.006 0.014
C -0.82378 4.29805 3.54261 0.011 0.018 -0.009
C 0.21840 -0.42846 -5.75069 0.021 -0.021 -0.011
C -5.89391 0.16718 -1.17923 -0.004 -0.071 -0.019
C -5.55507 2.40797 1.98147 -0.037 -0.051 0.016
C 4.51112 2.73074 -1.89900 -0.027 -0.036 0.005
C -3.80696 -0.66708 -1.92697 0.103 0.109 -0.062
C -2.30474 -1.84790 -2.94063 0.161 0.093 -0.354
C -5.86126 -1.78902 -2.61786 0.031 0.053 0.033
C -0.87284 -0.74147 5.21357 -0.010 0.013 -0.044
C -0.03358 2.99161 1.22715 0.038 0.044 -0.039
C 2.11294 -2.75526 1.46158 0.029 -0.094 -0.068
C -1.70398 -3.90885 0.50421 0.049 -0.042 0.109
C 3.36966 2.85337 -2.68195 0.021 0.012 0.010
C -4.51919 0.27767 -1.19786 -0.061 -0.068 0.104
C 0.47941 -1.01090 5.07550 0.046 0.009 -0.038
C 0.21762 -0.33920 -4.36475 -0.154 -0.062 0.015
C -1.46205 3.13465 3.15612 -0.021 0.018 -0.023
C -1.02520 -0.11296 2.88343 0.017 0.064 0.021
C -2.75637 2.72540 -2.77147 -0.042 0.030 -0.058
C 2.42422 -3.03185 -1.27695 -0.039 -0.069 -0.006
C -4.34073 -0.04906 2.40631 -0.029 -0.129 -0.099
H 1.52061 1.96495 -3.27281 -0.034 -0.009 0.023
H 0.26323 3.84144 -1.52681 0.008 0.001 0.053
H 5.56038 1.51999 -0.47371 0.023 0.001 0.019
H -3.56189 2.07390 -2.43678 0.081 0.106 -0.093
H -3.88971 -1.02334 2.53656 0.053 -0.041 0.023
H -3.18638 3.69797 -3.01348 0.001 0.034 -0.009
H -7.63483 -0.91126 -1.83451 -0.014 0.009 0.004
H -6.47156 0.88821 -0.61961 -0.033 0.027 0.027
H 3.18132 -1.85558 -3.74402 0.021 -0.045 0.072
H -1.13007 4.80277 4.44896 0.002 0.005 0.013
H 2.15293 -0.97253 3.72981 0.046 0.000 -0.003
H 1.25320 -1.16035 -7.47908 -0.004 -0.004 -0.020
H -0.26244 3.58614 -3.19260 0.018 -0.035 -0.048
H 3.13010 -2.09534 -6.16938 0.023 -0.010 -0.017
H 2.49192 -3.19194 -2.34016 0.013 0.017 -0.079
H -1.00364 4.86039 -2.22106 -0.016 0.005 -0.013
H -6.02378 3.36774 1.81218 -0.012 0.024 -0.003
H -2.11424 3.26252 -0.79767 -0.001 0.010 0.028
H 0.28802 2.48410 0.32972 -0.014 0.000 -0.081
H 2.97067 -4.71032 1.60862 0.009 -0.010 0.015
H 3.23984 3.71156 -3.32725 0.001 0.020 -0.013
H 1.95466 -2.67809 2.52483 0.010 0.006 0.016
H 0.71483 5.72183 3.07907 0.001 0.018 0.008
H -6.28293 -0.74376 2.97368 -0.016 -0.021 0.011
H -6.36881 -2.57002 -3.16482 -0.018 -0.035 -0.025
H 5.27458 3.49567 -1.93140 0.019 0.024 -0.001
H -1.35091 -0.85685 6.17623 -0.023 0.005 0.029
H -0.58276 0.02501 -6.31875 -0.014 0.010 -0.008
H -3.61790 3.10919 1.41553 0.016 0.016 -0.013
H 1.42932 4.54051 1.02545 0.029 0.011 -0.014
H -2.63625 0.02883 4.29472 -0.011 -0.008 -0.011
H -0.57692 0.20560 -3.86680 -0.016 -0.031 0.022
H 3.83628 -0.21146 -0.38620 0.007 0.005 -0.020
H -7.36641 1.45261 2.62495 -0.017 0.003 -0.002
H -1.37384 -2.24808 -3.30070 -0.074 0.111 -0.064
H -4.01845 1.07983 -0.67843 -0.012 -0.012 0.098
H 1.06566 -1.32044 5.92953 0.010 -0.012 0.008
H -2.33228 2.30456 -3.68610 0.020 -0.001 -0.021
H -3.60160 -3.19832 -3.85316 0.008 0.054 0.031
H -2.26267 2.73809 3.76840 -0.006 -0.016 0.005
H 3.24864 -4.95618 -0.83722 0.010 -0.012 -0.017